# 1
Below is C17H28N5O4PtSSeSi as an isolated structure, with properties calculated with wB97M-V/def2-TZVPD.

Structure (XYZ):
```
58
Properties=species:S:1:pos:R:3:lowdin_spin:R:1
Pt -0.55423 -0.32054 1.18229 1.30
Se 1.66423 -1.38114 0.65444 0.06
S -3.27682 -0.03560 0.28898 0.01
Si 2.14870 -1.82988 2.80720 0.02
O -3.04688 1.08987 -0.59935 0.00
O -4.64325 -0.49490 0.36324 0.01
O -1.43207 2.23436 4.31510 0.01
O -0.25775 1.03992 2.84022 0.17
N -2.55081 0.08019 1.70596 0.09
N 0.95173 2.90492 -1.33470 0.00
N 0.12406 3.53700 -0.47825 0.00
N 0.02339 1.40524 -0.13867 0.10
N -0.43080 2.63403 0.23873 0.00
C -2.37055 -2.63272 0.34447 0.06
C 0.63586 -2.41160 3.73190 0.02
C -1.36348 1.54917 3.30548 0.01
C 0.90288 3.95947 -3.59340 0.00
C -0.28232 4.87467 -3.30130 0.00
C 0.44727 2.68897 -4.30595 0.00
C 3.42621 -3.19705 2.83605 0.00
C -0.96295 -3.60595 -1.36366 0.03
C -2.64992 1.31203 2.50864 0.01
C 1.71450 3.63078 -2.34364 0.00
C -1.69083 -3.71184 -0.17725 0.00
C -0.19090 -4.78366 -1.89457 0.01
C 0.88339 1.60208 -1.09347 0.01
C -2.27677 -1.38608 -0.29608 0.02
C -1.66300 -1.30172 -1.54543 0.05
C 2.84918 -0.33450 3.64423 0.00
C -0.99153 -2.40211 -2.05438 -0.01
H 3.05935 -0.52424 4.70323 0.00
H 3.78895 -3.38368 3.85326 0.00
H -0.80614 -5.39326 -2.56276 0.00
H -0.09000 2.93254 -5.22404 0.00
H 4.28337 -2.93283 2.20954 0.00
H -2.94118 -2.71211 1.25999 0.00
H 0.00961 5.73900 -2.70188 0.00
H 0.68617 -4.45515 -2.45290 0.00
H -2.79582 2.19578 1.88069 0.00
H -1.68807 -0.35366 -2.06719 0.00
H 1.60229 4.49386 -4.24545 0.00
H 2.12382 0.48107 3.57272 0.00
H -1.71202 -4.65945 0.35031 0.00
H -3.46745 1.25271 3.22368 0.00
H -1.06248 4.34572 -2.75111 0.00
H -0.46189 -2.31643 -2.99785 0.00
H 3.77705 -0.03631 3.14813 0.00
H 0.91542 -3.11290 4.52582 0.00
H -0.05327 -2.92008 3.05267 0.01
H 2.99525 -4.12331 2.44600 0.00
H 2.09722 4.53164 -1.86750 0.00
H 1.44246 0.83880 -1.61008 0.00
H 0.15419 -5.42585 -1.08381 0.00
H 1.29000 2.04492 -4.57175 0.00
H 2.56142 2.99464 -2.60324 0.00
H -0.71495 5.23543 -4.23619 0.00
H 0.10761 -1.56503 4.17893 0.00
H -0.23750 2.11478 -3.67606 0.00
```

Summary:
Calculated total energy (eV): -121031.742
Gap between HOMO and LUMO (spin up / spin down) (Eh): 0.2214 / 0.2511
Net charge: -1
LUMO level (spin up / spin down) (Eh): 0.081 / 0.081
2S+1: 3

=====

# 2
Below is a 2-piece molecular cluster, CH4S2 overall, with properties calculated with wB97M-V/def2-TZVPD.

Structure (XYZ):
```
7
Properties=species:S:1:pos:R:3:nbo_charge:R:1
S -1.57325 -2.02896 0.01838 -0.29
S 0.48781 0.82976 -1.31237 0.03
C 1.20969 1.13674 0.18021 -0.42
H 1.36274 2.13004 0.47500 0.20
H 1.14886 0.27981 0.78900 0.19
H -1.86151 -1.08546 -0.92643 0.15
H -0.77435 -1.26192 0.77622 0.13
```

Summary:
Calculated total energy (eV): -22770.620
Gap between HOMO and LUMO (Eh): 0.2977
Net charge: 0
LUMO level (Eh): -0.035
Energy relative to the best compared isomer or geometry (same formula, charge and spin) (kcal per mole): 38.47

=====

# 3
Below is C14H21BeN9S3 as an isolated structure, with properties calculated with wB97M-V/def2-TZVPD.

Structure (XYZ):
```
48
Properties=species:S:1:pos:R:3:nbo_charge:R:1
S -0.49281 -0.21030 -2.53554 0.14
S -1.27025 -3.81015 -2.30595 0.22
S 0.79859 -1.81426 0.22370 0.15
N 0.57211 3.88574 -0.61175 -0.62
N 0.12635 0.00511 4.51812 -0.31
N -1.19803 -0.13199 4.29260 -0.18
N 0.06538 1.60470 0.04160 -0.86
N -0.02816 0.09070 2.38287 -0.68
N -4.70231 -0.14958 1.56499 -0.29
N -2.04617 -0.08674 0.80423 -0.60
N -1.01628 4.70811 -2.10684 -0.76
N 0.64783 6.05412 -1.25986 -0.73
C -0.30956 -3.26398 0.28348 -0.51
C 0.05547 4.86822 -1.32815 0.68
C 1.51695 -1.86934 -1.45245 -0.54
C -2.40372 -0.13651 2.09932 0.13
C 0.82382 0.13177 3.38842 0.25
C -1.24634 -0.07627 2.99375 0.28
C -1.01196 -1.41768 -3.79450 -0.54
C -1.98875 -2.48216 -3.30258 -0.54
C 0.27590 2.69920 -0.30123 0.69
C -4.34538 -0.07796 0.28204 0.02
C -1.56871 -3.31252 -0.57856 -0.55
C -3.01719 -0.04780 -0.10825 0.02
C 1.26351 -0.59642 -2.25377 -0.53
C -3.73424 -0.17543 2.47742 0.06
Be -0.28250 0.10339 0.59977 1.56
H -2.20852 -4.08671 -0.15677 0.25
H -1.36751 5.45645 -2.67783 0.42
H -4.01287 -0.22671 3.52403 0.24
H 2.57916 -2.05725 -1.31278 0.25
H 0.47146 -0.00528 5.46491 0.45
H 1.74258 -0.67987 -3.22721 0.25
H 1.45405 6.16518 -0.66869 0.44
H 0.33194 6.84518 -1.79381 0.42
H -2.41107 -2.99607 -4.16661 0.26
H -1.49376 -0.82214 -4.57086 0.24
H 1.67757 0.28209 -1.75787 0.24
H -5.14021 -0.04719 -0.45415 0.24
H -2.82145 -2.03908 -2.75408 0.21
H 1.06629 -2.71366 -1.95727 0.26
H -0.56909 -3.31975 1.34249 0.24
H -2.71403 0.00190 -1.14763 0.24
H -0.11810 -1.86647 -4.22890 0.24
H -1.43054 3.80205 -2.22319 0.42
H -2.12028 -2.37662 -0.56542 0.22
H 0.33077 -4.11810 0.06490 0.26
H 1.89781 0.24873 3.32767 0.26
```

Summary:
Calculated total energy (eV): -61167.263
Gap between HOMO and LUMO (Eh): 0.2703
Net charge: +2
LUMO level (Eh): -0.236
Energy relative to the best compared isomer or geometry (same formula, charge and spin) (kcal per mole): 5.58

=====

# 4
Below is a 2-piece molecular cluster, C17H35N6O4 overall, with properties calculated with wB97M-V/def2-TZVPD.

Structure (XYZ):
```
62
Properties=species:S:1:pos:R:3:nbo_charge:R:1
O 2.52103 -0.49368 0.43720 -0.67
O -5.23005 -2.54554 -0.44438 -0.61
O -3.67510 -4.05708 0.20842 -0.67
O 0.89313 0.04024 5.76586 -0.61
N 3.31238 -0.07612 2.48752 -0.60
N 0.09336 1.78105 -2.16287 -0.60
N -4.12078 -2.15245 -2.97060 -0.85
N -2.15445 1.12903 -2.70045 -0.58
N -1.73178 3.14191 -1.64769 -0.75
N 0.71578 0.00241 3.52480 -0.45
C -0.15606 0.15942 1.34076 -0.40
C 1.15197 2.80655 -2.19112 -0.21
C 4.70897 0.10112 2.08913 -0.41
C -2.29317 -1.61185 -1.39706 -0.41
C 2.45297 2.23152 -1.62504 -0.41
C 1.00182 -0.56825 4.71067 0.67
C -3.30478 -2.68214 -1.84750 -0.15
C -0.09370 1.57519 1.91173 -0.42
C 1.48198 -2.00897 4.74819 -0.71
C -4.15864 -3.10565 -0.62160 0.77
C 0.11984 1.32832 3.40766 -0.21
C 0.88841 -0.57501 2.19127 -0.12
C 2.93729 0.99254 -2.38753 -0.61
C -1.26722 2.04737 -2.16207 0.69
C -1.75782 -0.09261 -3.42987 -0.24
C -1.27570 -1.20960 -2.48666 -0.40
C 2.32189 -0.39645 1.64222 0.66
H -2.75369 -3.56731 -2.18471 0.22
H -2.60759 -0.44692 -4.02052 0.27
H -1.01233 2.13031 1.71950 0.22
H -2.82801 -0.73547 -1.01999 0.20
H -0.96531 0.14191 -4.14904 0.21
H -0.84070 1.33720 3.92551 0.21
H -2.72867 3.34482 -1.64195 0.43
H 2.23496 0.16129 -2.27642 0.20
H 0.69499 -2.66158 4.37549 0.23
H -3.14856 1.35045 -2.67370 0.42
H 1.31654 3.14583 -3.22087 0.21
H 0.76749 2.10285 1.49955 0.20
H 3.08418 0.04893 3.46295 0.41
H -1.72817 -2.02503 -0.55439 0.23
H -4.88279 -1.58150 -2.59259 0.38
H 1.70103 -2.27754 5.78169 0.26
H 3.05741 1.21657 -3.45234 0.20
H 0.65800 -1.63999 2.20075 0.24
H 0.77434 2.09172 3.83102 0.22
H 0.35788 0.86281 -2.51724 0.43
H 5.34717 0.17774 2.97133 0.22
H -4.51761 -2.91944 -3.51833 0.38
H -4.36678 -4.18641 0.87759 0.51
H 2.38318 -2.12828 4.15171 0.22
H 0.06679 0.13799 0.27466 0.23
H 3.23043 3.00144 -1.67406 0.22
H 4.81237 1.00794 1.49071 0.20
H -1.02057 -2.09154 -3.08389 0.23
H 0.87371 3.68035 -1.59274 0.20
H 2.31261 1.97360 -0.57052 0.22
H -0.35472 -0.88900 -1.99260 0.20
H -1.09851 3.82660 -1.24151 0.43
H 5.03701 -0.75145 1.48990 0.22
H -1.14320 -0.26771 1.52646 0.21
H 3.90556 0.66756 -1.99241 0.25
```

Summary:
Calculated total energy (eV): -35324.175
Gap between HOMO and LUMO (Eh): 0.3249
Net charge: +1
LUMO level (Eh): -0.095

=====

# 5
Below is C8H36B5CaO2 as an isolated structure, with properties calculated with wB97M-V/def2-TZVPD.

Structure (XYZ):
```
52
Properties=species:S:1:pos:R:3:nbo_charge:R:1
Ca -0.05018 -0.20697 1.01621 1.79
O -0.68706 1.07572 -1.41916 -0.53
O 0.60364 -1.87775 -0.55290 -0.55
C 1.89962 -2.49890 -0.26679 -0.07
C -0.02935 -2.54122 -1.62849 -0.05
C -2.05268 1.39587 -1.79376 -0.07
C -0.45247 2.59256 -3.13776 -0.43
C 0.27209 1.45260 -2.42354 -0.06
C 2.36595 -2.77478 -1.66259 -0.42
C -1.94700 2.33514 -2.98311 -0.45
C 1.09401 -3.21277 -2.36024 -0.43
B -2.36202 -1.16076 0.76871 -0.83
B -1.94047 1.72770 1.94599 -0.79
B 2.03205 1.11379 0.73474 -0.84
B 1.03467 1.92486 3.78828 -0.77
B 0.60625 -1.32768 3.07116 -0.84
H 0.11317 -1.83003 2.25339 -0.09
H 2.82829 1.75421 0.38815 -0.03
H 1.09554 1.64044 0.83390 -0.01
H 1.74124 -3.43663 0.26580 0.17
H -0.80323 -3.25761 -1.35279 0.19
H 0.41698 1.66058 4.63260 -0.05
H 2.56521 -1.86459 0.31867 0.26
H -1.48490 1.35128 1.04323 -0.11
H -0.04506 3.49004 -2.67229 0.21
H -3.08839 -1.95865 0.76727 -0.03
H -1.93886 -1.11178 1.76006 0.00
H -1.89655 2.80381 2.01155 -0.04
H 2.74531 -1.90050 -2.19156 0.20
H -2.73396 1.70857 -1.00244 0.25
H 0.94921 -4.28115 -2.19989 0.18
H -1.59107 -1.33145 0.03336 -0.09
H 3.15688 -3.52292 -1.71580 0.18
H 0.68092 -2.01466 3.89985 -0.03
H -2.46309 0.42680 -2.07760 0.17
H 2.34418 0.62801 1.64625 0.04
H 1.80937 0.33176 0.02545 -0.10
H -2.97525 1.42422 1.90876 -0.05
H -2.53363 2.17215 -3.88721 0.18
H 2.00721 1.50296 3.98928 -0.06
H 0.62708 1.45235 2.90804 -0.05
H 1.14305 2.99415 3.69280 -0.07
H 1.15605 1.92069 -1.99040 0.22
H 1.63226 -1.12250 2.80760 -0.01
H 1.02245 -2.95415 -3.41670 0.19
H -0.37209 -1.81434 -2.36489 0.18
H -2.45808 3.25987 -2.71521 0.20
H -1.47778 1.36719 2.85163 0.03
H -2.94666 -0.31372 0.44474 0.00
H 0.58776 0.63180 -3.06754 0.14
H -0.20268 2.63319 -4.19798 0.17
H 0.00203 -0.45684 3.27315 0.03
```

Summary:
Calculated total energy (eV): -34779.076
Gap between HOMO and LUMO (Eh): 0.1440
Net charge: -3
LUMO level (Eh): 0.234

=====

# 6
Below is a 2-piece molecular cluster, C2H5FO overall, with properties calculated with wB97M-V/def2-TZVPD.

Structure (XYZ):
```
9
Properties=species:S:1:pos:R:3:nbo_charge:R:1
F 1.35880 0.59899 0.59067 -0.40
O -1.21865 -0.66860 2.02775 -0.68
C 0.83362 0.74508 -0.69359 -0.13
C -1.45471 -1.21520 0.85014 0.10
H -0.09486 1.23306 -0.46328 0.16
H 1.48814 1.26066 -1.27513 0.17
H -0.46081 -0.03004 2.20094 0.52
H 0.52478 -0.25202 -0.89065 0.20
H -2.54434 -1.48149 0.93554 0.07
```

Summary:
Calculated total energy (eV): -6915.984
Gap between HOMO and LUMO (Eh): 0.3427
Net charge: 0
LUMO level (Eh): 0.022
Energy relative to the best compared isomer or geometry (same formula, charge and spin) (kcal per mole): 83.64

=====

Look up the net charge of the sixth one.
0